Entry 1:
Entry from the Open Molecules 2025 dataset: 11 unconnected molecules or ions with the total composition C34H49F15N4O16 in a non-equilibrium geometry (ωB97M-V/def2-TZVPD).

Its electronic energy is -4245.84545 hartree. The calculation puts the lowest unoccupied orbital energy at 0.42 eV. As for the SMILES: CCOC(=O)C(F)(F)F.CCOC(=O)C(F)(F)F.CCOC(=O)C(F)(F)F.CCOC(=O)C(F)(F)F.CCOC(=O)C(F)(F)F.COC(=O)OC.COC(=O)OC.CC#N.CC#N.CC#N.CC#N. Its highest occupied orbital energy is -0.399 Eh. The HOMO-LUMO gap comes out at 11.3 eV.

Each line ends with the Löwdin charge.
CARTESIAN COORDINATES (ANGSTROEM)
C1 -10.15239 -18.91804 -12.66158  -0.278
F1 -6.14820 -16.50663 -17.27855  0.194
C2 -21.92120 -17.46533 -14.23167  -0.602
C3 -21.37433 -20.08699 -19.90934  -0.471
H1 -12.35575 -19.52370 -19.03993  0.051
C4 -11.48365 -17.66778 -22.57284  -0.064
H2 -10.04854 -20.97188 -12.80499  0.087
C5 -14.54813 -16.26862 -15.36419  -0.162
F2 -22.64330 -16.43651 -13.78778  0.170
C6 -15.29914 -17.38761 -17.25755  -0.513
C7 -9.36687 -20.12864 -12.85802  -0.044
H3 -11.71777 -17.11226 -16.33045  0.055
C8 -23.97132 -20.52351 -21.52940  -0.059
H4 -9.95134 -17.27404 -14.71440  0.070
O1 -22.57296 -19.66508 -19.74383  0.067
H5 -16.22817 -20.48274 -20.32421  0.066
H6 -15.50206 -14.02398 -13.52196  0.087
C9 -13.88416 -16.71191 -14.10234  -0.051
C10 -6.34938 -17.48252 -16.42926  -0.638
O2 -19.02666 -14.20829 -15.60892  0.025
C11 -23.28318 -19.30951 -20.93472  -0.187
C12 -17.54671 -15.73102 -11.66139  -0.054
O3 -15.74865 -17.42967 -10.78335  0.122
H7 -24.53754 -21.11630 -20.81477  0.082
C13 -16.04669 -20.41504 -21.38773  -0.051
H8 -18.16212 -14.86929 -11.87653  0.089
O4 -16.41016 -15.29231 -10.96109  0.007
H9 -20.88464 -14.52462 -14.89758  0.086
H10 -11.92448 -20.73062 -15.96325  0.041
F3 -13.06437 -14.45642 -18.28126  0.206
H11 -17.95676 -18.43884 -13.44722  0.085
H12 -17.24749 -16.24430 -12.57412  0.082
H13 -12.09214 -21.13682 -19.68534  0.065
H14 -13.62961 -17.13695 -22.53194  0.131
O5 -12.62131 -16.95034 -19.24677  0.161
C14 -11.60255 -20.27874 -19.23513  -0.062
H15 -8.63544 -20.21703 -12.06060  0.085
C15 -15.62356 -16.26280 -10.51159  -0.617
H16 -18.15827 -17.41522 -16.35153  0.121
C16 -20.65280 -20.33687 -18.58413  -0.565
O6 -19.96251 -16.43077 -13.40992  0.199
C17 -18.39294 -17.42102 -15.28362  -0.173
H17 -17.76394 -19.49526 -14.91029  0.081
H18 -10.66202 -17.85096 -21.87758  0.082
O7 -19.80369 -17.66873 -15.19668  0.077
F4 -21.39745 -20.02462 -17.53782  0.183
C18 -12.75673 -17.27800 -21.89990  -0.179
H19 -15.51153 -15.77469 -15.22081  0.110
F5 -20.31488 -21.61218 -18.47009  0.185
F6 -11.04755 -14.60367 -18.81725  0.187
H20 -14.47202 -17.51591 -13.64015  0.084
C19 -20.42718 -17.11632 -14.22292  -0.478
H21 -13.06612 -17.99190 -21.14660  0.075
F7 -19.54133 -19.59222 -18.56825  0.164
C20 -13.86637 -20.57561 -15.06265  -0.270
N1 -10.05197 -20.74539 -17.22825  0.159
H22 -12.63969 -19.10449 -15.77468  0.056
H23 -16.40967 -19.44835 -21.74762  0.094
H24 -8.86924 -20.02520 -13.81976  0.066
H25 -11.58741 -18.58465 -23.16105  0.079
C21 -12.26291 -14.64273 -19.28387  -0.651
H26 -16.58614 -18.26211 -14.48010  0.061
H27 -9.99362 -15.58225 -14.92627  0.131
O8 -14.69122 -15.70515 -9.73959  0.012
C22 -12.51048 -20.08614 -15.31406  -0.054
C23 -10.73222 -20.57005 -18.10916  -0.275
O9 -8.44729 -16.51482 -15.93421  0.054
H28 -16.60643 -21.15804 -21.94998  0.088
O10 -14.65853 -17.48499 -16.16596  0.039
N2 -10.81888 -17.99163 -12.62634  0.152
F8 -12.44179 -13.65528 -20.11365  0.209
H29 -20.68382 -12.91523 -15.58366  0.103
F9 -14.86094 -18.61893 -19.23938  0.121
F10 -5.58181 -17.31501 -15.39722  0.207
H30 -15.96118 -12.53731 -14.32048  0.110
H31 -11.12385 -16.92131 -23.28692  0.083
H32 -13.78330 -15.94187 -13.34370  0.085
O11 -20.80265 -20.16845 -20.92500  0.188
H33 -18.12363 -16.43538 -11.06143  0.110
O12 -15.78995 -16.42701 -17.68182  0.208
C24 -10.78511 -16.63686 -16.63725  -0.031
H34 -14.03493 -16.99845 -8.23232  0.097
H35 -11.96929 -19.99646 -14.37544  0.060
H36 -13.88819 -15.57559 -15.90313  0.129
C25 -15.42131 -18.72111 -17.99083  -0.483
F11 -22.13666 -18.48256 -13.43075  0.200
C26 -9.80784 -16.50888 -15.47142  -0.168
F12 -16.73540 -19.04134 -18.11624  0.147
F13 -14.81033 -19.69809 -17.34514  0.161
H37 -13.53307 -17.40624 -9.90311  0.091
H38 -18.02714 -16.43192 -14.98728  0.099
O13 -17.22347 -14.15779 -14.52963  -0.013
C27 -14.61522 -20.50148 -21.65082  -0.249
H39 -12.78920 -16.07977 -9.07477  0.093
N3 -14.93768 -20.97159 -14.87345  0.144
H40 -24.05523 -18.60202 -20.63871  0.126
O14 -12.52736 -15.98908 -21.23751  0.058
H41 -23.24866 -21.18493 -22.01101  0.080
C28 -20.40858 -13.96336 -15.69864  -0.030
H42 -10.89908 -19.92715 -20.00083  0.087
C29 -17.65707 -18.49888 -14.49460  -0.027
O15 -8.26084 -18.67714 -15.61605  0.169
F14 -22.34458 -17.75881 -15.42742  0.200
O16 -18.92950 -13.01143 -13.71769  0.161
H43 -12.92577 -17.17744 -14.33054  0.045
H44 -16.80803 -13.04437 -12.84503  0.100
N4 -13.47696 -20.55984 -21.81010  0.160
C30 -16.35571 -13.39543 -13.76953  -0.056
H45 -10.36605 -17.29049 -17.40835  0.087
H46 -24.69077 -20.19249 -22.28667  0.084
C31 -7.82629 -17.66080 -15.97341  -0.431
H47 -20.80620 -14.26094 -16.66148  0.101
H48 -22.64500 -18.80906 -21.65607  0.126
C32 -18.44995 -13.70449 -14.54803  -0.682
C33 -12.50027 -16.01110 -19.93071  -0.419
H49 -11.00123 -15.68300 -17.11624  0.055
F15 -5.91474 -18.56347 -17.00972  0.194
C34 -13.73781 -16.60012 -9.19951  -0.047

---

Entry 2:
Entry from the Open Molecules 2025 dataset: a single CH3NO4 molecule in a non-equilibrium geometry (ωB97M-V/def2-TZVPD).

Its electronic energy is -395.46017 hartree. The calculation puts the lowest unoccupied orbital energy at 0.58 eV. As for the SMILES: O=C(O)NOO. Its highest occupied orbital energy is -0.374 Eh. The HOMO-LUMO gap comes out at 10.8 eV.

Each line ends with the Löwdin charge.
CARTESIAN COORDINATES (ANGSTROEM)
O1 1.30293 1.56367 0.03391  0.123
N1 -0.11542 -0.30331 0.04223  0.121
H1 2.78159 -0.19220 -0.22946  0.107
H2 -0.24659 -1.30040 0.06800  0.160
O2 -1.28840 0.57441 -0.25177  -0.080
O3 -2.45256 -0.26526 -0.33194  -0.005
O4 1.99468 -0.65679 0.11869  0.009
H3 -2.96668 0.16695 0.37282  0.110
C1 0.99045 0.41295 0.17753  -0.545

---

Entry 3:
Entry from the Open Molecules 2025 dataset: 2 unconnected molecules or ions with the total composition C4H4Cl2F4 in a non-equilibrium geometry (ωB97M-V/def2-TZVPD).

Its electronic energy is -1474.60814 hartree. The calculation puts the lowest unoccupied orbital energy at 0.71 eV. As for the SMILES: FC(F)C(F)F.C=C(Cl)Cl. Its highest occupied orbital energy is -0.360 Eh. The HOMO-LUMO gap comes out at 10.5 eV.

Each line ends with the Löwdin charge.
CARTESIAN COORDINATES (ANGSTROEM)
C1 2.52556 -0.44430 -0.36015  -1.243
Cl1 1.77010 -1.93258 -0.79194  0.638
F1 -1.32234 0.22241 1.69029  0.116
H1 1.57700 0.36688 -2.15543  0.085
H2 -2.66354 -0.65988 -0.06160  0.150
H3 2.31862 1.48112 -0.92576  0.047
F2 -1.81794 -1.77028 2.09172  0.067
C2 2.20777 0.48093 -1.23856  -0.120
F3 -0.99968 -0.24417 -0.99745  0.014
H4 -0.11483 -1.29076 1.25855  0.114
C3 -1.11538 -0.99090 1.22258  -0.353
F4 -1.69516 -2.39072 -0.64384  0.120
Cl2 3.42410 -0.42541 1.07790  0.664
C4 -1.73558 -1.14223 -0.20614  -0.299

---

Entry 4:
Entry from the Open Molecules 2025 dataset: a molecular structure, C11H12BiN2O4Se in a non-equilibrium geometry (ωB97M-V/def2-TZVPD).

Its electronic energy is -3451.58157 hartree. The calculation puts the lowest unoccupied orbital energy (alpha / beta) at -13.46 / -13.49 eV. Its highest occupied orbital energy (alpha / beta) is -0.698 / -0.691 Eh. The HOMO-LUMO gap (alpha / beta) comes out at 5.5 / 5.3 eV. As for the total charge: +3.

Each line ends with the Löwdin charge.
CARTESIAN COORDINATES (ANGSTROEM)
C1 4.23325 0.15511 0.92658  -0.003
O1 1.15492 -1.53139 2.95738  0.252
Bi1 0.21212 0.10708 0.22324  1.463
H1 -0.08479 2.35683 2.92335  0.059
H2 -0.93075 -0.33958 -2.77222  0.088
H3 5.28123 0.44713 1.03779  0.130
H4 0.75279 2.80663 4.44371  0.122
H5 3.84389 0.52344 -0.02272  0.049
H6 0.54731 1.69724 -2.47166  0.076
O2 2.64184 -1.64318 -1.85358  0.216
H7 -2.25837 0.48561 -1.82669  0.089
C2 -1.45462 -1.93955 -0.35306  -0.038
H8 -0.76783 2.51482 -1.51055  0.077
C3 -1.83374 1.22470 1.17033  -0.040
C4 0.83495 2.75925 3.35720  0.007
C5 -1.22856 0.52022 -2.17573  -0.116
C6 3.69735 0.54340 3.34781  0.021
N1 1.96942 1.88399 3.07440  -0.132
C7 1.76430 -1.05162 -1.41701  -0.035
H9 4.15607 -0.93633 0.97228  0.111
H10 1.00933 3.74577 2.92366  0.104
O3 -2.06500 -2.88442 -0.38293  0.221
H11 4.50594 -0.10532 3.65358  0.161
Se1 2.01712 2.67434 0.29275  0.896
C8 0.73634 -1.05681 1.96892  -0.140
O4 -2.62248 1.62174 1.89892  0.221
C9 2.45543 1.68461 1.81477  -0.763
N2 3.45015 0.75453 2.00113  -0.134
C10 -0.43536 1.60935 -2.01352  -0.152
H12 2.55770 1.38288 5.08398  0.156
C11 2.75901 1.25760 4.03231  0.034

---

Entry 5:
Entry from the Open Molecules 2025 dataset: a molecular structure, C3H4BiO3 in a non-equilibrium geometry (ωB97M-V/def2-TZVPD).

Its electronic energy is -556.87133 hartree. Its spin multiplicity is 2. The calculation puts the lowest unoccupied orbital energy (alpha / beta) at 0.45 / -0.20 eV. Its highest occupied orbital energy (alpha / beta) is -0.246 / -0.317 Eh. The HOMO-LUMO gap (alpha / beta) comes out at 7.1 / 8.4 eV.

Each line ends with the Löwdin charge.
CARTESIAN COORDINATES (ANGSTROEM)
H1 -2.16971 2.06654 -1.67088  0.104
O1 -1.35992 1.77128 -1.23936  0.023
Bi1 1.94042 1.02095 -0.29865  1.202
H2 1.87579 0.12879 -1.93674  -0.155
C1 -0.38827 -0.91440 0.64906  -0.133
C2 0.81015 -1.18995 1.21232  -0.309
O2 -0.47643 0.32373 -0.01795  -0.313
C3 -1.62843 0.71755 -0.50028  -0.154
H3 -1.32661 -1.43580 0.81616  0.112
H4 0.82238 -1.98668 1.97234  0.128
O3 1.90063 -0.50203 1.01399  -0.507